[1]
Here is 2 unconnected molecules or ions with the total composition C2H4F2N from OMol25. Energies are from the ωB97M-V functional and the def2-TZVPD basis.

Cartesian coordinates (Å):
C1 0.10 0.22 0.60
C2 -0.14 -1.22 0.35
N1 -1.10 -0.22 0.67
F1 -2.35 -0.05 1.11
F2 1.29 1.46 -1.71
H1 0.73 1.16 0.65
H2 1.40 2.23 -2.16
H3 -0.01 -1.54 -0.68
H4 0.07 -2.05 1.17

Results
ΔE to the lowest compared entry with this formula, charge and spin: 0.096 eV
multiplicity: 1
Kohn-Sham gap: 11.5 eV
total charge: +1

The computed Löwdin charges, all in e, follow: C 0.211; C 0.045; N 0.021; F 0.186; F -0.031; H 0.187; H 0.075; H 0.124; H 0.182

***

[2]
Here is a molecular structure, C37H38BrCrN8O3STe from OMol25. Energies are from the ωB97M-V functional and the def2-TZVPD basis.

Cartesian coordinates (Å):
Cr1 0.92 0.49 -0.30
N1 2.90 -0.17 -0.29
C1 3.45 -0.35 -1.66
C2 2.77 0.65 -2.57
N2 1.29 0.56 -2.37
C3 0.67 -0.63 -3.05
C4 0.64 -1.83 -2.12
N3 0.18 -1.36 -0.79
H1 3.44 0.54 0.19
H2 3.01 -1.07 0.21
H3 3.26 -1.37 -1.95
H4 4.53 -0.21 -1.66
H5 3.03 0.47 -3.62
H6 3.09 1.66 -2.32
H7 0.86 1.38 -2.78
H8 1.22 -0.87 -3.96
H9 -0.33 -0.34 -3.34
H10 1.60 -2.30 -1.98
H11 -0.03 -2.60 -2.50
H12 0.34 -2.13 -0.11
H13 -0.83 -1.24 -0.84
Br1 2.02 -3.24 6.43
C5 1.51 -2.15 4.99
C6 1.80 -2.53 3.68
C7 1.54 -1.65 2.64
C8 1.03 -0.40 2.91
C9 0.64 -0.06 4.20
C10 0.87 -0.94 5.24
N4 1.07 0.59 1.86
C11 1.49 1.75 2.23
C12 1.71 2.83 1.27
C13 2.11 4.09 1.69
C14 2.36 5.06 0.73
C15 2.17 4.74 -0.60
C16 1.75 3.47 -0.94
N5 1.53 2.51 -0.03
H14 2.27 -3.49 3.48
H15 1.82 -1.95 1.63
H16 0.15 0.88 4.41
H17 0.60 -0.67 6.25
H18 1.76 1.95 3.26
H19 2.25 4.29 2.74
H20 2.68 6.05 1.02
H21 2.33 5.47 -1.39
H22 1.57 3.22 -1.97
Te1 -1.68 1.84 -0.21
C17 -3.31 1.08 -1.31
C18 -3.20 0.49 -2.56
C19 -4.33 0.01 -3.20
C20 -5.57 0.11 -2.59
C21 -5.68 0.71 -1.34
C22 -4.55 1.19 -0.69
C23 -1.25 3.40 -1.58
C24 -1.18 4.70 -1.08
C25 -0.85 5.76 -1.91
C26 -0.57 5.53 -3.25
C27 -0.66 4.24 -3.77
C28 -0.99 3.18 -2.93
H23 -2.23 0.40 -3.05
H24 -4.24 -0.45 -4.18
H25 -6.45 -0.26 -3.09
H26 -6.65 0.79 -0.86
H27 -4.64 1.64 0.29
H28 -1.40 4.89 -0.03
H29 -0.82 6.76 -1.52
H30 -0.32 6.35 -3.91
H31 -0.48 4.06 -4.82
H32 -1.11 2.19 -3.36
O1 2.36 -4.75 -1.23
S1 2.58 -4.21 0.09
O2 2.38 -2.72 0.07
O3 3.73 -4.59 0.84
C29 1.14 -4.76 1.08
N6 1.30 -5.82 1.85
C30 0.31 -6.09 2.69
C31 -0.82 -5.28 2.81
C32 -0.91 -4.24 1.91
N7 0.07 -3.99 1.02
C33 -1.92 -3.16 1.81
C34 -2.45 -2.87 0.55
C35 -2.80 -1.57 0.28
N8 -2.63 -0.59 1.17
C36 -2.39 -0.92 2.43
C37 -2.05 -2.22 2.81
H33 0.43 -6.98 3.31
H34 -1.59 -5.49 3.54
H35 -2.44 -3.62 -0.23
H36 -3.14 -1.28 -0.71
H37 -2.31 -0.11 3.14
H38 -1.72 -2.41 3.82

Results
ΔE to the lowest compared entry with this formula, charge and spin: 0.000 eV
multiplicity: 4
Kohn-Sham gap (spin up / spin down): 6.6 / 6.4 eV
total charge: +2

The computed Löwdin charges, all in e, follow: Cr 0.691; N -0.005; C -0.154; C -0.143; N -0.113; C -0.124; C -0.164; N -0.017; H 0.120; H 0.083; H 0.115; H 0.146; H 0.142; H 0.112; H 0.088; H 0.143; H 0.104; H 0.083; H 0.149; H 0.075; H 0.055; Br 0.832; C -0.680; C -0.078; C -0.007; C -0.255; C -0.042; C -0.102; N 0.047; C -0.045; C -0.243; C 0.041; C 0.016; C 0.002; C -0.111; N -0.002; H 0.117; H 0.061; H 0.123; H 0.115; H 0.150; H 0.138; H 0.135; H 0.132; H 0.107; Te 1.551; C -0.521; C -0.149; C -0.057; C -0.045; C -0.045; C -0.140; C -0.513; C -0.149; C -0.066; C -0.052; C -0.056; C -0.154; H 0.067; H 0.117; H 0.120; H 0.120; H 0.102; H 0.102; H 0.120; H 0.119; H 0.119; H 0.081; O -0.295; S 0.495; O -0.462; O -0.276; C -0.356; N 0.146; C -0.063; C 0.036; C -0.216; N 0.150; C -0.141; C 0.005; C -0.159; N -0.009; C -0.114; C 0.023; H 0.127; H 0.126; H 0.134; H 0.098; H 0.116; H 0.127

***

[3]
Here is 8 unconnected molecules or ions with the total composition C24H66N2O16 from OMol25. Energies are from the ωB97M-V functional and the def2-TZVPD basis.

Cartesian coordinates (Å):
C1 -24.27 -7.31 -2.42
C2 -24.54 -5.79 -2.72
O1 -25.11 -5.50 -4.07
O2 -25.50 -7.88 -2.04
H1 -23.62 -7.29 -1.54
H2 -23.81 -7.85 -3.24
H3 -23.55 -5.34 -2.71
H4 -25.18 -5.28 -1.99
H5 -26.06 -5.63 -4.03
H6 -25.76 -8.40 -2.81
C3 -24.79 -10.24 -8.85
C4 -24.81 -10.10 -10.35
O3 -25.89 -9.33 -10.81
O4 -25.81 -11.01 -8.23
H7 -24.87 -9.22 -8.47
H8 -23.85 -10.68 -8.52
H9 -24.87 -11.14 -10.66
H10 -23.90 -9.71 -10.82
H11 -26.67 -9.89 -10.78
H12 -25.45 -11.83 -7.88
C5 -19.32 -4.81 -16.13
C6 -19.52 -4.74 -14.57
O5 -18.23 -4.62 -13.93
O6 -18.56 -3.60 -16.48
H13 -20.33 -4.80 -16.54
H14 -18.70 -5.65 -16.44
H15 -19.85 -5.59 -13.98
H16 -20.14 -3.90 -14.25
H17 -17.75 -4.08 -14.56
H18 -19.05 -2.87 -16.86
C7 -26.01 -17.64 -1.89
C8 -27.07 -16.54 -2.51
O7 -26.66 -15.20 -2.49
O8 -26.63 -18.92 -1.74
H19 -25.73 -17.33 -0.88
H20 -25.13 -17.76 -2.52
H21 -28.01 -16.66 -1.96
H22 -27.29 -16.90 -3.51
H23 -26.23 -14.94 -1.68
H24 -26.94 -19.07 -0.84
C9 -28.45 -6.55 -16.52
C10 -28.04 -5.26 -15.84
O9 -26.73 -5.37 -15.39
O10 -29.17 -6.31 -17.72
H25 -28.93 -7.14 -15.74
H26 -27.56 -7.13 -16.78
H27 -28.82 -4.97 -15.13
H28 -28.01 -4.41 -16.51
H29 -26.65 -6.02 -14.69
H30 -30.10 -6.39 -17.49
C11 -23.10 -18.94 -8.22
C12 -23.67 -17.49 -8.52
O11 -23.09 -16.59 -7.67
O12 -21.77 -19.24 -8.70
H31 -23.67 -19.69 -8.77
H32 -23.08 -19.13 -7.15
H33 -24.76 -17.45 -8.52
H34 -23.56 -17.14 -9.55
H35 -22.22 -16.36 -8.00
H36 -21.64 -20.19 -8.63
C13 -30.52 0.97 -4.19
O13 -30.40 -0.14 -5.03
C14 -30.93 -1.39 -4.57
C15 -31.15 -2.47 -5.65
N1 -30.77 -3.82 -5.26
C16 -30.74 -4.68 -6.43
C17 -30.72 -6.16 -6.01
O14 -31.92 -6.53 -5.45
C18 -31.78 -7.68 -4.70
H37 -29.76 0.72 -3.45
H38 -31.53 1.12 -3.82
H39 -30.20 1.93 -4.58
H40 -31.79 -1.30 -3.91
H41 -30.16 -1.60 -3.82
H42 -30.54 -2.26 -6.53
H43 -32.21 -2.43 -5.91
H44 -31.49 -4.13 -4.62
H45 -29.87 -4.33 -6.98
H46 -31.53 -4.50 -7.16
H47 -29.81 -6.36 -5.44
H48 -30.58 -6.78 -6.90
H49 -31.17 -7.29 -3.89
H50 -31.32 -8.47 -5.30
H51 -32.79 -7.92 -4.37
C19 -30.30 -13.98 -12.77
O15 -31.08 -13.28 -11.88
C20 -32.29 -14.02 -11.43
C21 -31.93 -15.13 -10.35
N2 -33.09 -15.46 -9.59
C22 -32.77 -16.49 -8.62
C23 -34.10 -16.93 -7.92
O16 -34.41 -16.12 -6.79
C24 -35.66 -16.53 -6.14
H52 -29.85 -14.92 -12.44
H53 -29.42 -13.42 -13.10
H54 -30.90 -14.14 -13.67
H55 -32.76 -14.58 -12.24
H56 -32.97 -13.26 -11.05
H57 -31.11 -14.75 -9.74
H58 -31.72 -16.09 -10.82
H59 -33.64 -14.69 -9.25
H60 -32.06 -16.41 -7.79
H61 -32.36 -17.31 -9.20
H62 -33.92 -17.93 -7.53
H63 -34.93 -16.84 -8.62
H64 -35.47 -17.44 -5.55
H65 -36.49 -16.76 -6.81
H66 -36.12 -15.85 -5.42

Results
SMILES: COCCNCCOC.COCCNCCOC.OCCO.OCCO.OCCO.OCCO.OCCO.OCCO
ΔE to the lowest compared entry with this formula, charge and spin: 6.035 eV
multiplicity: 1
Kohn-Sham gap: 9.2 eV

These are the Löwdin partial charges, in e, on atoms 1 to 99: C -0.238; C -0.178; O -0.099; O -0.075; H 0.109; H 0.121; H 0.103; H 0.114; H 0.062; H 0.082; C -0.257; C -0.276; O -0.049; O -0.062; H 0.118; H 0.118; H 0.114; H 0.124; H 0.089; H 0.081; C -0.170; C -0.221; O -0.097; O -0.098; H 0.111; H 0.117; H 0.113; H 0.107; H 0.053; H 0.084; C -0.199; C -0.231; O -0.066; O -0.091; H 0.103; H 0.110; H 0.102; H 0.110; H 0.083; H 0.078; C -0.264; C -0.279; O -0.056; O -0.049; H 0.118; H 0.120; H 0.115; H 0.123; H 0.089; H 0.084; C -0.202; C -0.265; O -0.053; O -0.098; H 0.106; H 0.113; H 0.114; H 0.113; H 0.096; H 0.075; C -0.128; O -0.209; C -0.201; C -0.192; N -0.071; C -0.211; C -0.258; O -0.192; C -0.115; H 0.086; H 0.086; H 0.084; H 0.112; H 0.115; H 0.118; H 0.116; H 0.105; H 0.118; H 0.114; H 0.120; H 0.120; H 0.095; H 0.094; H 0.096; C -0.161; O -0.198; C -0.136; C -0.218; N -0.089; C -0.207; C -0.218; O -0.203; C -0.093; H 0.082; H 0.084; H 0.085; H 0.111; H 0.115; H 0.120

***

[4]
Here is a gas-phase ion, C3H9N2O (charge +1) from OMol25. Energies are from the ωB97M-V functional and the def2-TZVPD basis.

Cartesian coordinates (Å):
C1 0.76 0.55 -1.76
C2 1.15 0.28 0.73
C3 -1.08 0.55 -0.09
N1 -0.03 -1.56 -0.53
N2 0.23 -0.01 -0.34
O1 1.52 1.46 -1.76
H1 0.22 -0.06 -2.58
H2 0.86 -0.35 1.52
H3 2.10 0.04 0.33
H4 1.09 1.31 0.98
H5 -1.15 1.51 0.39
H6 -1.92 0.47 -0.81
H7 -1.37 -0.16 0.66
H8 1.01 -1.92 -0.68
H9 -0.52 -1.95 0.19

Results
SMILES: C[N+](C)(N)C=O
ΔE to the lowest compared entry with this formula, charge and spin: 4.129 eV
multiplicity: 1
Kohn-Sham gap: 11.8 eV
total charge: +1

The computed Löwdin charges, all in e, follow: C -0.114; C 0.010; C -0.014; N 0.156; N -0.333; O 0.192; H 0.194; H 0.108; H 0.105; H 0.115; H 0.117; H 0.135; H 0.095; H 0.177; H 0.056

***

[5]
Here is 2 unconnected molecules or ions with the total composition H2N2O4P from OMol25. Energies are from the ωB97M-V functional and the def2-TZVPD basis.

Cartesian coordinates (Å):
N1 0.53 0.92 0.25
N2 -1.75 -0.65 -0.32
O1 -2.73 -1.42 -0.44
O2 2.71 0.10 -1.02
O3 -1.90 0.33 0.58
O4 1.63 -1.30 0.83
P1 1.72 -0.18 -0.02
H1 0.42 1.56 -0.50
H2 -0.62 0.65 0.65

Results
ΔE to the lowest compared entry with this formula, charge and spin: 1.538 eV
multiplicity: 1
Kohn-Sham gap: 9.0 eV
total charge: -1

The computed Löwdin charges, all in e, follow: N -0.141; N -0.225; O -0.157; O -0.329; O -0.208; O -0.304; P 0.339; H 0.001; H 0.024

***

[6]
Here is a molecular structure, C3H5NO from OMol25. Energies are from the ωB97M-V functional and the def2-TZVPD basis.

Cartesian coordinates (Å):
C1 -1.03 -0.34 -0.37
N1 -1.53 0.32 0.65
C2 0.54 0.33 -0.44
C3 1.53 -0.23 0.28
O1 -1.39 -1.05 -1.27
H1 -2.50 0.14 0.87
H2 -0.28 0.92 0.46
H3 0.76 0.80 -1.39
H4 2.57 -0.20 -0.04
H5 1.32 -0.68 1.24

Results
ΔE to the lowest compared entry with this formula, charge and spin: 3.562 eV
multiplicity: 1
Kohn-Sham gap: 9.4 eV

The computed Löwdin charges, all in e, follow: C -0.600; N 0.076; C -0.146; C 0.067; O 0.091; H 0.078; H 0.179; H 0.105; H 0.070; H 0.080

***

[7]
Here is 4 unconnected molecules or ions with the total composition C4H13O3S from OMol25. Energies are from the ωB97M-V functional and the def2-TZVPD basis.

Cartesian coordinates (Å):
C1 0.86 -0.84 -1.47
O1 1.51 0.38 -1.63
C2 0.07 -1.09 -0.19
C3 -0.96 0.07 0.20
C4 -2.38 -0.52 0.56
S1 -3.16 -1.14 -1.09
H1 1.63 -1.69 -1.30
H2 0.25 -1.21 -2.41
H3 -0.42 -2.05 -0.15
H4 0.89 -1.19 0.56
H5 -0.52 0.84 0.97
H6 -1.15 0.52 -0.86
H7 -3.15 0.35 0.78
H8 -2.31 -1.21 1.43
H9 -1.24 0.82 -1.65
H10 1.65 1.10 1.47
H11 2.62 0.82 2.74
O2 1.94 0.41 2.22
H12 1.39 1.00 -0.85
H13 0.97 2.66 0.48
O3 1.49 1.95 0.20

Results
ΔE to the lowest compared entry with this formula, charge and spin: 5.489 eV
multiplicity: 1
Kohn-Sham gap: 5.9 eV
total charge: -1

The computed Löwdin charges, all in e, follow: C -0.357; O -0.120; C -0.211; C -0.237; C -0.613; S 0.210; H 0.113; H 0.128; H 0.088; H 0.111; H 0.137; H -0.016; H 0.059; H 0.078; H 0.295; H -0.013; H -0.022; O -0.185; H -0.040; H -0.075; O -0.329